110
Properties=species:S:1:pos:R:3 method="wB97M-V/def2-TZVPD" charge=-2
Ba 0.01402 -0.74994 0.30769
C -2.44026 2.45355 2.73649
C -2.66778 1.03756 3.15110
C -2.43687 0.53501 4.44452
C -2.64990 -0.78479 4.80072
C -2.38623 -1.25045 6.24019
C -3.10153 -1.66448 3.81452
C -3.35763 -1.26016 2.50053
C -3.90894 -2.20998 1.47256
C -3.13690 0.10789 2.21932
H -3.24633 2.81916 2.08202
H -1.53442 2.51481 2.12585
H -2.35691 3.12528 3.58111
H -2.03691 1.22328 5.20294
H -1.31556 -1.50095 6.35328
H -3.03331 -2.09336 6.50649
H -2.58974 -0.47698 6.98106
H -3.32630 -2.72351 4.12294
H -4.75478 -1.77076 0.90838
H -4.27787 -3.13217 1.93340
H -3.12429 -2.49363 0.76987
H -3.39007 0.47438 1.19647
Br 4.75601 -1.09769 6.46737
C 4.11804 -1.29750 4.70618
C 4.98388 -1.54930 3.65723
Br 6.83285 -1.76482 3.95341
C 4.56032 -1.51628 2.30850
Br 5.73575 -1.70307 0.86619
C 3.17737 -1.34636 1.97612
O 2.66040 -1.43896 0.81862
C 2.31222 -0.94081 3.08626
O 1.14650 -0.56554 2.72088
C 2.79709 -0.95720 4.43330
Br 1.62590 -0.47972 5.77983
C 0.78828 -6.24894 1.48064
C 2.07671 -5.99607 0.70383
C 2.51686 -4.58481 1.07998
O 1.23345 -3.85770 1.36012
C 0.36759 -4.86913 1.99223
H 0.96945 -6.91189 2.32537
H 0.03188 -6.70626 0.82349
H 1.90889 -5.95901 -0.37281
H 2.80169 -6.79378 0.93083
H 3.08493 -4.03430 0.33088
H 3.03895 -4.56915 2.04078
H -0.68466 -4.62637 1.77277
H 0.49946 -4.79747 3.08264
C -2.51416 4.90782 -3.80400
C -2.38679 3.74306 -2.87041
C -3.43886 2.90896 -2.64758
C -3.33298 1.87790 -1.71890
C -4.47511 0.95270 -1.42971
C -2.15020 1.66333 -1.03127
C -0.95248 2.39155 -1.28693
C -1.16662 3.47555 -2.21314
N 0.14068 1.94708 -0.66213
C 1.36278 2.74247 -0.68900
C 2.30446 2.06011 0.28388
C 3.63767 2.77605 0.33279
C 4.24442 2.70242 -1.06180
C 3.31913 3.42980 -2.09452
C 3.13947 4.90693 -1.67635
C 2.51527 4.94489 -0.25099
C 3.45026 4.27326 0.74052
C 1.15428 4.20191 -0.26084
C 1.94992 2.73830 -2.09949
H -3.53782 4.95713 -4.20815
H -1.76045 4.81398 -4.59265
H -2.33379 5.84653 -3.28161
H -4.34959 3.03296 -3.24246
H -4.87832 0.51631 -2.36033
H -5.33643 1.38776 -0.91919
H -4.08602 0.10804 -0.84307
H -2.17581 0.84315 -0.34799
H -0.32403 4.08440 -2.50778
H 2.62410 1.05365 -0.06659
H 1.90666 1.95329 1.28581
H 4.28470 2.24875 1.06227
H 4.36376 1.62672 -1.29099
H 5.22913 3.17141 -1.08046
H 3.79125 3.38230 -3.07969
H 2.51216 5.49119 -2.36386
H 4.12299 5.40893 -1.62595
H 2.32133 5.98272 0.04361
H 3.10197 4.33479 1.80232
H 4.43248 4.73966 0.70429
H 0.47791 4.74373 -0.92103
H 0.69939 4.21283 0.74826
H 2.05370 1.72074 -2.46772
H 1.28462 3.23870 -2.82762
C 1.18791 -3.18929 -2.89976
Si -0.53365 -3.10762 -2.18494
C -1.33584 -4.73335 -2.72964
C -1.49127 -1.90255 -3.37945
C -0.75272 -0.81712 -3.85142
C -1.27033 0.10887 -4.77112
C -2.58349 -0.01272 -5.21460
C -3.29499 -1.16056 -4.81975
C -2.74056 -2.09605 -3.94453
H 1.27730 -3.99134 -3.65662
H 1.92147 -3.40109 -2.08054
H 1.47768 -2.27376 -3.40076
H -1.52969 -4.67051 -3.78460
H -2.28659 -4.97015 -2.20596
H -0.62060 -5.54868 -2.52959
H 0.24865 -0.62436 -3.48256
H -0.58857 0.88260 -5.09367
H -3.01604 0.74066 -5.85263
H -4.28283 -1.31480 -5.25417
H -3.29221 -3.02959 -3.81936

17
Properties=species:S:1:pos:R:3 method="wB97M-V/def2-TZVPD" charge=0
B -0.17058 -0.71588 -0.44878
C -0.37172 0.78090 -0.58648
C 1.09288 -0.43861 0.26440
C -1.22413 -1.80181 -0.06568
C -1.39000 1.52137 0.19139
C 2.37508 0.24654 -0.11490
H 0.43526 1.27511 -1.09271
H 1.13425 -0.65038 1.30971
H -2.29991 -1.72718 -0.45139
H -1.41626 -1.89894 0.96687
H -0.96140 -2.80795 -0.42052
H -2.18959 0.76397 0.76610
H -2.03890 2.08537 -0.53159
H -1.04202 2.06332 1.01714
H 2.98432 0.79931 0.63499
H 2.05597 0.94611 -0.93437
H 3.02675 -0.44126 -0.50418

Here are the calculated frontier orbital gap numbers, same order: 5.1101, 9.0483 (eV).
Here are the calculated energy relative to the best compared isomer or geometry (same formula, charge and spin) numbers, same order: 0.00, 67.89 (kcal per mole).